{"formula": "C54H151N11O16", "method": "wB97M-V/def2-TZVPD", "mol_weight_g_mol": 1210.86, "fmax_ev_per_a": 2.7, "de_lowest_ev": 0.000, "total_charge": 0, "gap_ev": 9.2, "spin_multiplicity": 1, "species": ["H", "H", "H", "H", "O", "C", "C", "C", "O", "N", "O", "N", "H", "H", "H", "C", "C", "H", "H", "H", "H", "H", "O", "H", "H", "H", "O", "H", "H", "H", "C", "H", "C", "H", "H", "H", "C", "H", "C", "H", "H", "H", "H", "C", "N", "H", "H", "H", "H", "H", "N", "O", "H", "H", "C", "C", "N", "C", "C", "N", "H", "H", "H", "O", "C", "H", "H", "H", "H", "C", "N", "H", "C", "O", "H", "H", "H", "C", "H", "H", "H", "H", "H", "N", "O", "H", "H", "H", "H", "C", "C", "H", "H", "H", "O", "C", "H", "H", "O", "H", "H", "H", "H", "C", "H", "H", "H", "O", "H", "H", "H", "H", "H", "H", "H", "H", "C", "H", "C", "C", "H", "H", "H", "H", "H", "H", "N", "H", "C", "C", "C", "C", "H", "C", "H", "H", "H", "H", "C", "C", "C", "H", "H", "N", "H", "H", "H", "H", "H", "H", "H", "H", "H", "H", "H", "H", "H", "C", "H", "H", "H", "H", "H", "H", "C", "C", "H", "H", "H", "N", "H", "H", "C", "H", "H", "O", "H", "H", "H", "C", "C", "H", "O", "H", "H", "H", "C", "C", "H", "H", "C", "C", "H", "H", "H", "H", "C", "O", "C", "C", "C", "H", "H", "H", "C", "H", "C", "H", "H", "H", "H", "H", "H", "C", "C", "H", "H", "H", "H", "C", "H", "H", "H", "O", "H", "C", "H", "C", "H", "H", "H", "H"], "coordinates": [[0.141, 6.430, -4.302], [0.337, 0.348, 1.950], [-3.043, -5.269, 0.043], [-4.536, 0.196, -1.463], [-0.355, -1.529, 5.369], [-1.425, 5.022, -2.093], [1.992, -6.017, -0.269], [-7.507, 2.337, 3.023], [-3.380, -4.436, 0.380], [-1.744, 3.811, 5.786], [-5.559, 1.044, 3.382], [-6.939, 3.555, 3.640], [1.763, 2.631, -0.519], [3.581, 0.156, 5.322], [1.150, 0.525, -8.296], [0.517, 0.888, -0.143], [0.168, -4.522, -0.846], [-4.180, -7.833, 0.925], [4.174, 4.436, -4.055], [-4.714, 0.731, -4.058], [4.251, -1.452, 5.320], [0.307, -4.042, 0.123], [1.326, 2.766, 3.999], [-2.886, -1.897, -4.019], [0.465, -1.705, -3.033], [-9.365, 3.419, 2.599], [-0.622, -0.173, -8.905], [-5.022, -4.717, -0.706], [3.928, -2.795, -4.915], [-3.622, 3.637, -0.585], [-6.419, 1.489, 2.358], [-2.903, -2.057, -2.459], [-2.355, -4.381, 4.075], [4.223, 4.304, 1.298], [-2.454, -1.350, 5.475], [-3.491, 0.051, -5.188], [-1.821, -5.489, 3.065], [-2.007, 5.743, -4.044], [-3.826, 2.566, -0.591], [1.558, 1.882, -2.664], [3.702, -2.604, -3.210], [0.064, 3.063, 0.029], [-2.702, 3.578, 5.565], [4.751, 4.464, -3.130], [-3.409, -1.602, -3.206], [-4.069, -0.414, 3.751], [3.530, -1.010, 0.701], [-5.114, -5.006, 1.034], [-6.708, 4.061, 2.797], [6.812, 1.845, 0.480], [2.167, 2.332, -3.332], [1.348, -5.175, -1.307], [-2.355, -9.355, -1.933], [4.530, 2.843, 0.304], [-1.904, 4.790, -3.525], [-3.048, -0.191, -3.029], [1.990, -1.092, 3.684], [3.409, -0.860, 5.678], [2.130, -1.446, 5.099], [-3.286, 4.257, -3.500], [0.366, 5.639, 1.233], [-1.369, 4.370, 3.159], [10.520, 2.326, 1.199], [0.419, 4.270, -4.374], [2.406, 1.255, -4.267], [-0.452, 5.512, -2.109], [-1.816, -5.167, 2.024], [1.080, -1.956, -1.420], [-6.753, 0.643, 1.758], [0.835, -0.897, 5.840], [-0.242, 0.754, -1.341], [0.819, 0.176, 5.648], [0.027, -8.930, -3.053], [-0.657, -8.118, -2.072], [-1.062, 1.344, -1.353], [-0.590, -5.247, -0.548], [-2.633, -4.246, 6.268], [-3.518, -8.507, 0.381], [0.452, -4.144, 2.509], [3.249, 2.672, 3.229], [6.814, 4.178, -3.687], [1.507, -3.104, -2.780], [-1.337, 3.799, -5.347], [-3.671, -4.017, 3.670], [-0.599, -1.157, 0.743], [5.315, -3.371, 0.048], [-1.163, -2.264, -0.559], [-1.690, 3.436, 6.722], [-5.874, 2.135, 1.670], [-3.479, 0.401, -1.632], [1.022, 7.348, 0.234], [2.700, 4.298, 3.605], [1.029, 3.420, 5.980], [-5.120, -0.707, 2.394], [4.712, 3.146, -2.640], [4.909, 3.820, 0.602], [2.185, -2.534, 5.134], [-0.337, -0.147, -9.821], [6.242, 3.660, 1.281], [-3.449, -7.287, -1.731], [1.797, 7.686, 0.922], [-2.617, 3.198, 3.334], [6.354, 5.892, -3.527], [3.945, -2.052, -4.118], [6.696, 5.029, -2.109], [-9.116, 1.987, 1.696], [-2.011, -6.636, -1.756], [4.061, -2.396, 1.973], [1.608, 5.786, -4.994], [-1.112, 0.767, 1.225], [-4.497, -2.180, 0.866], [-3.158, -5.773, 5.697], [0.979, -1.047, 6.911], [-0.509, -0.172, -1.643], [0.140, 5.607, -5.906], [2.572, -0.111, -2.649], [0.746, -2.477, -2.317], [5.580, -1.712, -0.022], [6.249, 4.897, -3.094], [-0.046, 6.610, 0.956], [9.582, 4.706, 0.076], [-4.180, -9.069, -0.277], [2.425, -5.436, 0.546], [-0.040, 1.777, -8.687], [-4.302, -4.773, 3.895], [-0.921, -1.731, 2.802], [9.633, 2.197, 0.732], [-3.883, 0.621, 2.287], [-0.943, 3.018, 4.883], [4.794, -2.446, -0.195], [-0.371, 0.801, -6.835], [0.888, 2.351, 0.069], [8.560, 2.878, 2.245], [-0.346, -3.471, -1.973], [2.735, -2.555, 0.361], [-2.377, -1.402, 1.742], [-3.771, 4.651, -2.707], [4.949, 4.399, -0.321], [3.169, 1.925, -5.403], [0.538, 5.603, -4.891], [0.570, 3.490, 4.993], [0.849, -9.497, -2.615], [4.199, 5.053, -2.398], [-1.478, -2.720, -1.403], [-2.919, -0.087, -0.834], [8.380, 5.204, 1.054], [-3.207, 1.501, -4.304], [-1.463, -5.411, 5.807], [-8.140, 3.430, 1.307], [1.420, 0.284, -0.230], [-5.106, -2.424, -0.681], [-1.681, -0.937, 6.983], [-1.970, -0.108, -3.169], [-0.688, -3.931, -2.900], [4.110, 0.421, -3.242], [-1.567, 0.149, 5.581], [1.080, -1.412, 3.384], [-4.748, -4.319, 0.271], [0.453, -8.291, -3.827], [-7.865, 1.737, 3.859], [-3.493, 2.301, 0.412], [-1.560, -7.365, 0.292], [3.519, -1.930, 2.614], [-1.290, 4.131, -1.479], [-8.581, 2.841, 2.111], [-3.658, 0.512, -4.215], [3.799, 2.851, -2.684], [1.479, 0.868, -4.690], [-3.225, 3.310, -3.152], [-2.787, -6.812, -1.134], [4.511, -2.535, -1.244], [1.371, -5.212, 3.618], [8.608, 3.098, 1.178], [-1.766, -3.464, 4.068], [1.114, 8.778, -0.967], [0.434, 8.500, -0.348], [1.540, 6.760, -0.524], [-6.052, 3.350, 4.077], [1.185, 2.425, 1.115], [-1.357, -1.780, 1.804], [3.111, 0.129, -3.565], [2.749, 2.806, -5.889], [3.160, -0.949, -4.486], [3.409, -0.901, 6.767], [9.974, 4.713, 1.805], [-0.919, 2.828, -3.932], [7.177, 2.869, 0.567], [0.097, 0.798, -8.229], [-4.890, 2.394, -0.751], [0.297, -4.090, 4.349], [-1.601, -8.872, -1.311], [2.669, 3.260, 3.939], [-0.988, 6.463, 0.427], [0.095, 1.597, -6.256], [-2.186, -3.342, -1.039], [-1.014, 2.718, 2.793], [-2.287, -7.867, -0.346], [-0.465, -5.808, 3.288], [-2.422, -4.992, 5.502], [9.200, 4.485, 1.072], [-1.561, -0.893, 5.900], [-2.472, -6.347, 3.230], [4.974, -1.701, -4.034], [-0.139, -0.143, -6.341], [-4.581, 0.078, 2.924], [-3.746, -3.870, 2.674], [3.669, -2.091, 0.679], [7.335, 3.300, -0.421], [9.990, 2.505, -0.161], [-1.034, -9.672, -0.836], [3.110, 2.965, 4.891], [-1.448, 0.943, -6.751], [2.823, -6.642, -0.593], [0.428, -4.693, 3.451], [-5.153, -2.857, 0.318], [-2.075, 5.692, -1.530], [1.617, 3.114, -3.659], [-6.184, -2.701, 0.639], [1.248, -6.647, 0.218], [-0.212, 0.186, 1.022], [-3.106, -9.181, 1.132], [2.012, -0.094, 3.532], [-0.305, 7.007, 1.938], [-3.183, 1.861, -1.659], [-0.607, -9.720, -3.454], [-1.551, 3.350, 3.500], [4.177, 2.102, -5.027], [-0.955, 3.843, -4.328], [3.320, 1.128, -6.132], [-1.398, -2.842, 1.563], [0.735, 4.543, 4.765], [-1.047, 1.945, 5.043]], "forces_ev_per_angstrom": [[-0.373, -0.371, 0.270], [0.507, -0.728, 0.230], [-0.329, -0.740, -0.627], [-0.259, 0.322, -0.107], [-0.655, 0.481, 0.695], [0.905, 0.556, -0.077], [-0.973, 0.885, -0.001], [0.543, 0.093, 1.355], [2.246, 1.478, 0.548], [-0.473, -0.311, 1.139], [0.723, -0.820, 0.463], [0.054, -0.320, -0.638], [-0.365, 0.151, -0.258], [-0.159, 0.160, 0.187], [0.369, 0.321, 0.240], [-0.364, -1.497, 0.164], [0.196, 0.302, -1.441], [0.400, 0.535, -0.144], [0.633, 0.774, -0.587], [-0.199, -0.387, -0.156], [0.065, 0.017, 0.026], [0.575, 0.884, -0.031], [-0.041, 0.170, 0.217], [-0.156, -0.147, -0.391], [-0.365, -0.183, -0.145], [0.422, 0.196, 0.287], [-0.908, -0.919, -1.077], [-0.527, -0.143, -0.065], [-0.199, 0.215, -0.206], [0.136, 0.026, -0.835], [0.138, 0.375, -0.039], [0.077, -0.566, 0.203], [0.170, -1.881, -0.200], [0.302, -0.095, 0.169], [0.298, -0.378, -0.223], [-0.060, -0.466, 0.281], [0.873, 1.921, 0.940], [0.423, 0.103, -0.014], [-0.198, -0.318, -0.399], [-0.326, 0.293, 0.869], [-0.518, 0.423, 0.282], [-0.136, -0.146, -0.640], [-0.396, 0.377, -0.223], [0.771, -0.483, 1.692], [-0.355, 0.240, 1.028], [-0.100, 0.439, 0.197], [-0.358, 0.338, -0.767], [-1.098, 0.428, 0.256], [0.356, 0.938, 0.123], [0.515, -0.221, 0.150], [-0.432, -0.855, 1.968], [0.950, -1.002, 1.256], [-0.222, 0.115, -0.363], [-0.039, -0.158, 0.174], [-0.405, -0.597, 0.849], [-0.320, -0.013, -0.580], [0.528, -0.576, -0.297], [-0.016, -0.356, -0.222], [-1.640, 1.025, -0.001], [0.374, -0.631, -0.292], [-0.131, -0.423, -0.196], [0.227, 0.200, 0.428], [-0.257, -0.032, 1.218], [-1.153, 1.326, 0.296], [-0.396, 2.066, -1.311], [0.206, 0.080, 0.093], [-0.925, 0.334, -0.064], [0.352, -0.198, 0.095], [-0.523, -0.208, 0.071], [1.245, -0.823, -0.121], [-0.085, 0.420, -1.604], [-0.168, 0.285, -0.075], [0.001, 0.058, 0.729], [-0.011, -0.733, -0.898], [-0.139, 0.125, 0.037], [-0.479, -0.435, -0.648], [-0.096, 0.370, -0.187], [1.401, -0.323, 0.655], [0.155, 0.511, 0.148], [-0.346, -0.069, -0.389], [0.184, 0.096, 0.121], [0.565, 0.509, 0.209], [-0.090, -0.102, -0.220], [-1.507, 0.491, 0.046], [0.979, 0.405, 1.202], [-0.568, -0.364, 0.338], [0.293, 0.397, -0.202], [0.460, 0.158, 0.520], [0.291, 0.254, -0.318], [0.694, 0.581, -1.573], [-0.083, 0.720, 0.216], [0.135, 0.198, 0.577], [-0.215, -0.753, 0.384], [0.194, -0.056, -0.325], [1.379, -0.436, 0.476], [1.710, -0.617, 0.530], [-0.238, -0.065, 0.259], [-0.138, -0.221, -0.123], [-1.778, 0.550, -0.548], [-0.697, 0.501, -0.473], [0.156, -0.184, 0.324], [-0.108, -0.397, 0.671], [0.018, 0.017, -0.399], [0.921, 0.058, -0.350], [-0.448, -0.596, 0.235], [0.054, -0.026, -0.446], [0.117, 0.821, -0.528], [0.586, -1.176, 1.196], [0.075, -0.046, 0.085], [-0.650, 0.185, -0.121], [0.112, -0.501, 0.588], [-0.204, -0.123, -0.729], [-0.290, -0.100, 0.295], [0.152, -0.184, 0.393], [-0.327, 0.259, -0.052], [-0.340, -0.335, 0.139], [0.220, -0.718, -0.199], [0.054, 0.232, -0.524], [-1.121, 0.386, -1.162], [-0.119, -1.261, 1.146], [0.525, -0.560, -0.252], [0.303, -0.082, -0.338], [-0.105, 0.664, -0.063], [0.013, 0.256, -0.087], [-0.286, -0.027, 0.009], [0.071, 0.597, 0.012], [0.690, -1.640, -1.508], [0.287, -0.337, -0.228], [0.383, 1.695, -0.882], [1.484, -0.158, -1.014], [-0.244, 0.136, 1.551], [0.256, -0.604, 1.630], [-0.535, 0.065, 0.250], [-0.311, 0.075, 1.995], [-0.286, -0.280, 0.135], [-0.106, 0.160, 0.483], [-0.156, 0.796, -0.081], [0.460, 0.147, 0.081], [1.241, -2.045, -0.329], [1.034, -0.732, -0.610], [-0.490, -0.598, -1.478], [0.242, 0.200, 0.426], [-0.219, 0.721, -0.140], [0.176, -0.517, 0.147], [0.207, 0.090, 0.142], [-0.022, 0.461, 0.954], [0.066, 0.199, -0.104], [0.153, -0.085, -0.255], [-0.095, 0.035, -0.144], [0.470, 0.162, -0.343], [0.001, -0.233, -0.309], [0.505, -0.158, 0.138], [0.353, 0.335, 0.521], [0.089, -0.546, 0.188], [0.364, 0.135, -0.130], [0.030, 0.116, 0.127], [-0.095, -0.060, -0.260], [-0.348, -0.593, -0.502], [-0.337, 0.038, 0.070], [-0.490, -0.153, -0.133], [-0.031, -0.797, 0.087], [0.177, -0.777, 0.664], [-0.617, 0.234, 0.205], [-0.176, -0.362, -0.352], [-0.814, -1.018, -0.492], [-0.105, 1.953, 0.215], [-1.013, -0.415, -0.251], [-0.245, -0.273, 0.140], [0.098, -0.652, -0.306], [-0.512, 1.090, -1.337], [0.114, 0.397, -0.014], [0.279, 0.305, -0.347], [0.340, -0.303, 1.820], [0.377, -0.267, 0.100], [-0.257, 0.628, -0.236], [0.356, 0.093, -0.577], [-0.249, -0.347, -0.170], [0.165, -0.196, 0.236], [0.371, 0.153, 0.267], [0.155, -0.150, -1.111], [0.419, -0.295, -0.443], [-0.302, -0.107, 0.390], [-0.728, -0.264, 0.257], [0.009, 0.135, -0.010], [-0.269, -0.072, 0.059], [-0.185, 0.008, 0.270], [1.204, 1.410, -0.432], [0.785, 0.435, -0.233], [-0.237, 0.198, 0.607], [-0.601, 0.231, -0.171], [0.914, 0.265, 0.836], [-0.450, -1.470, -0.025], [0.291, 0.072, -0.349], [0.113, 0.059, -0.007], [-0.316, -0.496, -0.096], [-0.142, -0.056, -0.366], [-0.754, -1.526, 0.656], [0.385, -0.431, 1.171], [0.795, 0.675, 0.280], [-1.698, 1.379, -1.039], [0.644, -0.110, -0.794], [0.302, -0.321, -0.195], [0.350, -0.161, 0.201], [0.059, -0.076, -0.005], [-1.145, 0.829, 0.072], [0.194, 0.063, -0.224], [-0.579, 0.740, 0.497], [-0.579, -0.234, -0.670], [-0.635, -0.108, -0.921], [-0.169, -0.164, 0.521], [0.422, 1.039, 0.320], [-0.086, 0.043, -0.243], [-0.354, 0.193, -0.933], [0.170, -1.738, -0.239], [-0.333, 0.487, -0.431], [-0.252, 0.077, -0.204], [0.081, -0.045, -0.704], [0.020, -0.137, 0.229], [-0.223, -0.226, -0.226], [-0.813, 1.429, 0.511], [-0.275, -0.332, 0.039], [-0.010, 0.311, 0.226], [0.057, 0.630, -0.132], [-0.031, -1.215, 0.717], [-0.442, 0.341, -0.346], [1.492, -0.517, -0.927], [0.068, 0.572, -0.020], [-0.245, 0.668, 0.057], [-0.017, 0.208, -0.583], [-0.072, -0.022, -0.167], [-0.835, 0.381, -0.177], [0.422, -0.093, 0.047]], "mulliken_charge": [0.288, -0.541, -0.120, 0.845, 0.078, -0.835, -0.597, 0.243, 0.469, -0.811, -0.475, -0.758, -0.144, 0.176, 0.311, 1.529, 1.774, 0.326, 0.371, 0.306, 0.397, -0.439, 0.235, 0.429, 0.255, 0.398, -0.520, 0.575, 0.261, 0.349, -0.124, 0.003, 1.936, 0.228, 0.148, 0.458, -0.013, 0.347, -0.890, -0.434, -0.151, 0.080, 0.253, 0.127, -0.774, 0.061, -0.100, 0.345, 0.285, 0.345, 0.676, -0.599, 0.446, 0.187, 0.913, 1.748, 0.648, -1.635, 0.450, -0.797, -0.012, 0.323, 0.284, -0.409, 1.802, 0.229, -0.531, -0.541, 0.425, -0.650, 2.659, 0.096, -0.892, -0.201, -1.034, -0.972, 0.423, -1.716, -0.054, 0.263, 0.313, 0.427, 0.560, -0.540, 0.903, 0.429, -1.133, 0.322, -0.142, -0.680, -0.106, 0.388, 0.394, 0.373, -0.458, -0.379, 0.270, 0.302, -0.412, 0.339, 0.420, 0.386, 0.398, -0.481, 0.117, 0.368, 0.123, -0.745, 0.285, -0.372, -0.639, 0.449, 0.392, -1.263, 0.346, -0.264, -0.802, 0.356, -1.228, -0.749, 0.380, 0.427, 0.132, 0.322, 0.380, -0.067, -0.792, 0.106, 2.442, -1.293, -0.222, -0.728, 0.291, 0.405, -0.545, -0.916, 0.407, 0.200, -2.100, -1.031, -1.221, 0.307, 0.047, 0.213, -0.489, 0.313, 0.210, 0.337, 0.312, -0.584, 0.511, 0.366, -0.679, 0.680, 0.478, -0.192, -0.434, -0.958, 0.249, 0.400, -0.069, -0.132, 0.390, -0.135, -1.470, -1.540, 0.181, -0.305, -0.437, -0.597, -0.027, 0.429, 0.505, -0.921, 0.306, -0.560, -0.017, 0.256, -0.047, 1.347, -0.098, 0.242, -0.334, 0.457, 0.390, -0.336, -0.197, -0.647, 0.396, 0.110, -0.985, -1.236, 0.247, -0.113, 0.857, -0.190, 0.980, -0.523, -1.723, -1.508, -0.175, 0.494, 0.398, 0.203, -0.311, -0.076, 1.398, -0.124, 0.275, 0.468, 0.407, 0.409, 0.358, -0.226, -0.447, 0.605, -0.039, 0.489, 0.175, -0.056, 0.422, -0.099, 0.497, 0.219, 0.353, -1.172, 0.322, -0.613, 0.500, -0.585, 0.510, -1.486]}